Arrangement P

# H10O5

A cluster of 5 separate species, H10O5 in total (ωB97M-V/def2-TZVPD, the OMol25 dataset).

```
! RIJCOSX wB97M-V def2-TZVPD def2/J DEFGRID3
* xyz 0 1
O 1.3233 -0.2744 -1.5354
H 1.0453 0.5052 -1.1071
H 1.9716 -0.5817 -0.8828
O -0.2241 1.6701 -0.0909
H -1.1275 1.2199 -0.0695
H -0.1816 2.5626 -0.4195
O -0.3574 -1.8296 0.0657
H 0.2753 -1.3069 -0.5049
H -0.0046 -1.7968 0.9631
O 1.3378 0.0228 1.2463
H 1.4796 0.0417 2.2357
H 0.8370 0.8063 0.9214
O -2.2354 -0.0445 0.0243
H -1.5612 -0.7794 0.0445
H -2.5780 -0.2151 -0.8910
*
```

Computed properties:
Orbital gap (Eh): 0.43250
Lowest unoccupied orbital energy (eV): 0.5281
SMILES: O.O.O.O.O
HOMO (eV): -11.241

Arrangement Q

# H10O5

A cluster of 5 separate species, H10O5 in total (ωB97M-V/def2-TZVPD, the OMol25 dataset).

```
! RIJCOSX wB97M-V def2-TZVPD def2/J DEFGRID3
* xyz 0 1
O -0.3558 1.6027 1.5626
H 0.0627 2.2821 1.0339
H 0.3121 0.9230 1.6524
O 0.1940 0.1160 -0.7509
H 0.4592 0.0483 0.1663
H 0.7435 0.8133 -1.1088
O 1.0871 -0.1390 1.5112
H 1.1551 -0.9344 2.0393
H 1.8853 -0.1326 0.9830
O -1.8307 -0.4872 -0.2721
H -1.4767 -0.8207 0.5523
H -1.1206 0.0357 -0.6442
O -0.4914 -1.4736 -2.2208
H 0.0594 -0.9997 -1.5978
H -0.6832 -0.8339 -2.9065
*
```

Computed properties:
Orbital gap (Eh): 0.30940
Lowest unoccupied orbital energy (eV): -0.5832
SMILES: O.O.O.O.O
HOMO (eV): -9.002

Arrangement R

# H10O5

A cluster of 5 separate species, H10O5 in total (ωB97M-V/def2-TZVPD, the OMol25 dataset).

```
! RIJCOSX wB97M-V def2-TZVPD def2/J DEFGRID3
* xyz 0 1
O 3.5018 1.1024 0.0391
H 4.2964 0.6649 -0.2666
H 2.7875 0.5423 -0.2647
O -0.5414 -0.4049 0.6045
H -0.1477 -0.7408 1.4098
H 0.1492 -0.4878 -0.0530
O 1.4233 -0.1750 -1.1607
H 1.2387 0.6765 -1.5571
H 1.7381 -0.7142 -1.8862
O -1.9623 1.9344 -0.1006
H -1.4374 1.1649 0.1200
H -2.8560 1.6007 -0.1793
O -3.1038 -1.6594 1.1935
H -2.7375 -2.3981 0.7074
H -2.3489 -1.1060 1.3940
*
```

Computed properties:
Orbital gap (Eh): 0.39711
Lowest unoccupied orbital energy (eV): -0.0574
SMILES: O.O.O.O.O
HOMO (eV): -10.863

Arrangement S

# H10O5

A cluster of 5 separate species, H10O5 in total (ωB97M-V/def2-TZVPD, the OMol25 dataset).

```
! RIJCOSX wB97M-V def2-TZVPD def2/J DEFGRID3
* xyz 0 1
O 0.4028 2.2575 -0.3796
H 1.1376 2.0825 0.2251
H 0.8139 2.0164 -1.2243
O 2.4976 0.0438 -0.1703
H 3.0112 -0.6462 -0.6109
H 1.9261 -0.4836 0.4210
O 0.9827 -2.3711 0.3565
H 0.7745 -2.9784 1.0769
H 0.1056 -1.9439 0.2229
O -1.4392 -1.0778 0.2990
H -2.2114 -1.6241 0.4839
H -1.7356 -0.2603 -0.1613
O -2.2617 1.4503 -0.4576
H -2.6821 1.7985 0.3381
H -1.3220 1.7366 -0.4192
*
```

Computed properties:
Orbital gap (Eh): 0.43802
Lowest unoccupied orbital energy (eV): 0.7304
SMILES: O.O.O.O.O
HOMO (eV): -11.189

What are the relative energies? In kJ/mol: arrangement P 9.6; arrangement Q 399.3; arrangement R 55.0; arrangement S 0.0.